Here is C31H51BrF9N12OS2V as an isolated structure in a non-equilibrium geometry from the Open Molecules 2025 dataset. Energies are from ωB97M-V/def2-TZVPD.

Geometry as XYZ:
```
108
C31H51BrF9N12OS2V, DFT ωB97M-V/def2-TZVPD
V 1.380 -0.288 0.013
C -5.366 1.647 0.762
C -4.798 0.569 -0.150
N -3.601 -0.072 0.371
C -2.375 0.522 0.436
S -2.008 1.931 -0.444
N -1.535 -0.134 1.226
N -0.260 0.326 1.251
C 0.154 0.799 2.376
C -0.776 0.979 3.519
C 1.552 1.259 2.385
C 2.188 1.775 3.494
C 3.456 2.320 3.342
C 4.037 2.342 2.090
C 3.369 1.745 1.035
N 2.162 1.198 1.181
H -6.303 2.026 0.354
H -5.567 1.246 1.757
H -4.667 2.478 0.852
H -5.534 -0.223 -0.298
H -4.561 0.989 -1.128
H -3.727 -0.833 1.020
H -1.562 1.679 3.226
H -1.267 0.027 3.723
H -0.283 1.349 4.412
H 1.701 1.768 4.456
H 3.976 2.732 4.197
H 5.008 2.783 1.922
H 3.794 1.699 0.043
F 5.299 -0.523 1.166
C 5.017 -1.505 0.304
F 6.039 -2.349 0.282
F 4.889 -0.959 -0.899
C 3.679 -2.218 0.721
O 2.605 -1.425 0.335
C 3.591 -3.580 -0.034
F 4.434 -4.456 0.504
F 3.916 -3.408 -1.319
F 2.362 -4.073 0.014
C 3.662 -2.449 2.272
F 3.130 -1.382 2.870
F 4.899 -2.620 2.731
F 2.946 -3.514 2.597
C -1.705 0.492 -3.750
C -2.194 -0.793 -3.093
N -1.148 -1.828 -3.040
C -1.207 -2.852 -4.090
C -0.815 -2.341 -5.471
C -0.111 -1.715 -2.211
C 1.078 -2.601 -2.422
N -0.100 -0.865 -1.208
H -2.421 1.292 -3.573
H -1.584 0.359 -4.825
H -0.750 0.812 -3.329
H -3.015 -1.221 -3.667
H -2.583 -0.604 -2.092
H -2.233 -3.223 -4.103
H -0.578 -3.691 -3.807
H -1.577 -1.683 -5.885
H -0.692 -3.180 -6.154
H 0.124 -1.788 -5.431
H 1.457 -2.490 -3.438
H 0.825 -3.648 -2.254
H 1.875 -2.331 -1.737
H -0.940 -0.301 -1.093
C -2.996 -5.024 4.089
C -3.116 -3.528 3.833
N -1.890 -2.942 3.297
C -1.453 -3.042 2.023
S 0.180 -2.737 1.679
N -2.353 -3.383 1.092
C -2.023 -3.712 -0.286
C -1.775 -5.198 -0.482
H -3.924 -5.416 4.505
H -2.193 -5.228 4.797
H -2.776 -5.565 3.167
H -3.345 -2.993 4.754
H -3.946 -3.315 3.158
H -1.126 -2.824 3.947
H -3.255 -3.697 1.411
H -1.136 -3.140 -0.532
H -2.844 -3.359 -0.914
H -0.914 -5.517 0.105
H -1.576 -5.415 -1.533
H -2.641 -5.790 -0.181
C 0.658 3.974 -1.817
N 1.414 3.774 -0.565
C 0.653 4.399 0.525
N 0.420 5.827 0.304
C -0.315 5.961 -0.961
N 0.421 5.392 -2.094
C 1.715 6.068 -2.187
N 2.504 5.928 -0.957
C 2.683 4.501 -0.698
C 1.717 6.488 0.147
H -0.299 3.460 -1.730
H 1.223 3.536 -2.642
H 1.213 4.276 1.459
H -0.307 3.887 0.613
H -0.501 7.019 -1.152
H -1.272 5.445 -0.867
H 1.551 7.129 -2.380
H 2.279 5.643 -3.019
H 3.252 4.397 0.230
H 3.255 4.060 -1.520
H 1.555 7.551 -0.038
H 2.284 6.379 1.075
Br 2.243 0.753 -1.955
```

## Properties
- net charge = +1
- max |F| (eV/A) = 1.9
- 2S+1 = 2
- DFT total energy (eV) = -194759.657
- <S²> = 0.768
- ΔE to the lowest compared entry with this formula, charge and spin (kcal per mole) = 0.0